2 unconnected molecules or ions with the total composition CH2N2O3S at a distorted geometry, computed with ωB97M-V/def2-TZVPD.

Properties
- Energy relative to the best compared isomer or geometry (same formula, charge and spin): 0.0 kJ/mol
- Orbital gap (spin up / spin down): 3.679 / 5.066 eV
- ⟨S²⟩: 2.0115
- Max |F|: 3.172 eV/A

Structure (ORCA input):
```
! wB97M-V def2-TZVPD RIJCOSX def2/J DEFGRID3
* xyz -2 3
C -1.98181 1.06390 -0.10297
N -1.17352 -0.05755 -0.48526
N 2.52570 -0.11309 0.49964
O -2.70775 0.93271 0.89334
O -1.93805 2.10571 -0.78444
O -0.11032 -2.21942 -0.51612
S -0.23561 -0.96365 0.30320
H 2.37740 0.19231 -0.44858
H 3.24396 -0.94092 0.64118
*
```

=====

C10H13N3OS in the gas phase, computed with ωB97M-V/def2-TZVPD.

Properties
- Energy relative to the best compared isomer or geometry (same formula, charge and spin): 0.0 kJ/mol
- Orbital gap: 8.733 eV
- Max |F|: 0.797 eV/A
- SMILES string: C[C@H](O)CSCc1cnc2ncccn12

Structure (ORCA input):
```
! wB97M-V def2-TZVPD RIJCOSX def2/J DEFGRID3
* xyz 0 1
C 2.59245 2.26017 -0.08452
C 1.83794 1.04685 -0.66231
C 2.35367 -0.24470 -0.00162
C 0.50529 -2.30033 0.60985
C -0.50828 -1.29586 0.98169
C -0.60130 -0.49292 2.10008
C -2.14384 0.23825 0.82510
C -3.53539 0.55637 -0.91846
C -2.87875 -0.42953 -1.70663
C -1.85570 -1.12474 -1.14096
H 2.41283 2.34432 0.99756
H 2.24228 3.16513 -0.57112
H 3.66445 2.18487 -0.25974
H 2.00448 0.96628 -1.73647
H 0.24779 1.42849 0.41017
H 3.44576 -0.26788 -0.15111
H 2.18980 -0.20064 1.09294
H 0.05701 -3.19915 0.16200
H 1.01622 -2.60813 1.52179
H 0.03564 -0.52955 2.96881
H -4.39921 1.08919 -1.33820
H -3.21942 -0.65929 -2.71293
H -1.26982 -1.89247 -1.63877
N -1.60078 0.43220 2.02392
N -3.19388 0.88589 0.29133
N -1.50943 -0.81776 0.15289
O 0.43207 1.24132 -0.53405
S 1.67811 -1.77638 -0.68124
*
```